# C6H14F12FeN4O17S4

C6H14F12FeN4O17S4 as an isolated structure (wB97M-V/def2-TZVPD, the Open Molecules 2025 dataset).

```
! wB97M-V def2-TZVPD RIJCOSX def2/J DEFGRID3
* xyz -1 6
Fe 18.17796 -9.86432 12.41068
C 20.16147 -12.14482 15.74023
F 21.16144 -12.39734 16.56809
F 19.49081 -13.27746 15.45412
F 19.35531 -11.28304 16.36161
S 20.80632 -11.29317 14.18359
O 19.58897 -10.81585 13.48011
O 21.62782 -10.26350 14.74734
O 21.53072 -12.28320 13.42131
C 20.48628 -12.29506 9.33952
F 21.03052 -12.45844 8.13486
F 19.71840 -13.39336 9.53757
F 21.38100 -12.25126 10.29232
S 19.37748 -10.78185 9.37185
O 20.10980 -9.75632 8.68065
O 18.11831 -11.22838 8.77462
O 19.20134 -10.50785 10.80695
C 17.72530 -6.19761 15.41482
F 16.68802 -6.44850 14.57278
F 18.40296 -5.18156 14.89306
F 17.20199 -5.83439 16.58487
S 18.76461 -7.76573 15.66308
O 20.12674 -7.31982 15.72457
O 18.26738 -8.44158 16.84885
O 18.42674 -8.48273 14.42610
C 20.56840 -6.27975 11.26914
F 19.64949 -5.73374 12.07492
F 20.09864 -6.49604 10.04401
F 21.56403 -5.39710 11.24318
S 21.07483 -7.96044 11.99485
O 19.71866 -8.57316 12.15926
O 21.93577 -8.66998 11.08027
O 21.76264 -7.63797 13.21852
O 16.56633 -10.55379 11.24216
H 16.51147 -11.40486 10.78404
H 15.71709 -10.12291 11.11151
O 17.08931 -10.84910 13.88522
H 16.14457 -11.00290 13.78624
H 17.41331 -11.56363 14.44475
O 16.55702 -8.38346 12.74998
H 15.63741 -8.51480 12.50265
H 16.56933 -7.59097 13.30681
C 17.99983 -13.89633 11.81849
O 18.06707 -12.66683 11.74914
N 17.52082 -14.63931 10.78889
N 18.52558 -14.59861 12.85349
H 17.27672 -15.59308 10.98960
H 17.04471 -14.16218 10.04544
H 18.74285 -14.09054 13.68729
H 18.40326 -15.58969 12.95184
C 17.15948 -7.87996 9.51933
O 17.84790 -8.27688 10.44773
N 16.51126 -6.67957 9.57685
N 17.04939 -8.52181 8.31795
H 16.62317 -6.17788 10.44032
H 15.93066 -6.33931 8.83678
H 17.22844 -9.51734 8.27299
H 16.65253 -8.02124 7.54683
*
```

Output
⟨S²⟩: 8.7554



# C6H14IN2OP

One molecule with the formula C6H14IN2OP (wB97M-V/def2-TZVPD, the Open Molecules 2025 dataset).

```
! wB97M-V def2-TZVPD RIJCOSX def2/J DEFGRID3
* xyz 0 1
C 0.19513 1.02987 -1.59492
C -0.16951 0.47589 -2.96657
C -1.38410 0.35898 1.57085
C 0.80878 -0.93907 1.33722
C 0.73989 1.48338 1.15076
C -0.07174 0.25797 0.81643
N 0.20430 -2.25525 1.20721
N -0.17367 0.05111 -0.66780
O -1.30740 -0.31748 -2.74372
P -1.09457 -1.20173 -1.37617
I 0.76617 -2.76563 -2.17253
H 1.20396 1.37696 -1.46522
H -0.31061 2.02327 -1.43599
H -0.50516 1.31096 -3.65601
H 0.66297 -0.23008 -3.15275
H -1.49937 -0.42050 2.30769
H -1.36858 1.24383 2.19653
H -2.21683 0.39414 0.97462
H 0.93480 -0.81051 2.40478
H 1.69016 -0.93205 0.77480
H -0.52538 -2.49884 1.87336
H 0.66588 1.54562 2.22373
H 1.71896 1.33040 0.84679
H 0.35351 2.48612 0.82669
H 0.68242 -2.99734 0.72025
*
```

Output
SMILES: CC(C)(CN)N1CCOP1I
Relative energy (zero: lowest compared OMol25 entry of this formula, charge and spin): 0.0 kcal/mol



# C6H14KO3

C6H14KO3 as an isolated structure (wB97M-V/def2-TZVPD, the Open Molecules 2025 dataset).

```
! wB97M-V def2-TZVPD RIJCOSX def2/J DEFGRID3
* xyz 1 1
K -13.82102 -7.90702 -3.89465
C -10.53972 -8.87227 -5.57997
O -11.12409 -7.89387 -4.73021
C -10.33190 -7.56203 -3.59777
C -10.44543 -8.62511 -2.51286
O -11.77399 -8.57243 -1.97783
C -12.03517 -9.71981 -1.18620
C -13.45196 -9.71770 -0.63383
O -14.39480 -9.61193 -1.70626
C -15.62571 -10.26609 -1.39009
H -11.06367 -8.83255 -6.54041
H -10.73842 -9.88950 -5.23298
H -9.49930 -8.61369 -5.76628
H -10.70425 -6.61531 -3.20835
H -9.29192 -7.42688 -3.90382
H -9.75344 -8.43246 -1.68584
H -10.23329 -9.62013 -2.91454
H -11.30460 -9.80617 -0.37579
H -11.88917 -10.62532 -1.79186
H -13.56405 -8.82667 -0.00845
H -13.60017 -10.64996 -0.09202
H -16.14903 -9.77953 -0.56517
H -15.46120 -11.33483 -1.26299
H -16.27884 -10.12968 -2.25801
*
```

Output
Relative energy (zero: lowest compared OMol25 entry of this formula, charge and spin): 0.0 kcal/mol



# C6H14N2

A 3-piece molecular cluster, C6H14N2 overall (wB97M-V/def2-TZVPD, the Open Molecules 2025 dataset).

```
! wB97M-V def2-TZVPD RIJCOSX def2/J DEFGRID3
* xyz 0 1
C 0.42703 0.19342 -0.91905
C 0.91017 2.62595 -0.65594
C -1.11141 1.11273 0.75143
C 1.01314 -1.85597 1.63599
N 0.20445 0.75142 0.25240
C 0.05372 -1.59622 0.53524
N -0.43987 0.08885 -1.95122
C -0.87423 -2.41066 0.06773
H 1.45844 -0.02586 -1.17039
H -1.40564 0.33843 -1.82121
H -0.09850 -0.20781 -2.84894
H -1.43464 0.40970 1.51809
H 0.03522 3.08868 -1.10242
H 1.21130 3.05112 0.29389
H 1.72787 2.47300 -1.35348
H -1.02093 2.09042 1.22718
H -1.92126 1.17824 0.01643
H 2.04509 -1.74311 1.29046
H 0.87658 -1.14092 2.45256
H 0.90457 -2.86755 2.05587
H -1.01564 -3.42195 0.46627
H -1.54545 -2.13193 -0.74088
*
```

Output
Relative energy (zero: lowest compared OMol25 entry of this formula, charge and spin): 151.1 kcal/mol



# C6H14N2

One molecule with the formula C6H14N2 (wB97M-V/def2-TZVPD, the Open Molecules 2025 dataset).

```
! wB97M-V def2-TZVPD RIJCOSX def2/J DEFGRID3
* xyz 0 1
C -0.30496 1.12253 -0.50683
C -0.15674 1.30829 -2.01294
N -0.54892 2.40490 0.12429
C 0.36618 -1.78150 -0.21414
C -0.75958 -2.46955 -0.14667
H -1.14761 0.45681 -0.28728
H 0.41288 2.84109 0.06669
H -0.75272 2.27215 1.10817
H 1.01215 -1.90349 -1.07780
H 0.71065 1.93019 -2.23445
H -1.03641 1.81350 -2.40238
H -0.02807 0.34594 -2.50516
H -1.47929 -2.32746 0.64170
H -1.07532 -3.11324 -0.95285
C 0.01076 -0.61840 2.02666
C 0.84276 -0.72267 0.75020
N 0.93489 0.59323 0.10753
H 1.69811 0.60298 -0.56067
H 1.87016 -0.98309 1.04180
H -0.01273 -1.57657 2.53936
H 0.45572 0.12486 2.68370
H -1.01190 -0.32052 1.81109
*
```

Output
SMILES: C=C[C@H](C)N[C@H](C)N
Relative energy (zero: lowest compared OMol25 entry of this formula, charge and spin): 23.6 kcal/mol



# C6H14N2

One molecule with the formula C6H14N2 (wB97M-V/def2-TZVPD, the Open Molecules 2025 dataset).

```
! wB97M-V def2-TZVPD RIJCOSX def2/J DEFGRID3
* xyz 0 1
C -0.75451 0.59303 1.84045
C 0.50098 -0.17137 1.82850
C 1.61373 0.64957 1.51245
C -0.19583 -1.26704 -0.23521
C -1.67810 -0.07980 -1.83148
C 0.75091 -0.00525 -2.02613
H -0.88649 1.15667 2.91872
H -0.75542 1.34097 1.02090
H -1.93829 0.11708 1.54494
H 0.75602 -0.52314 2.92093
H 2.35537 -0.02837 1.07212
H 1.34183 1.52990 0.81873
H 2.23229 0.99359 2.57101
H -0.63722 -2.30607 -0.67255
H -1.55684 -0.98614 -2.59001
H -1.69840 0.91868 -2.36605
H -2.40823 -0.31848 -1.04291
H 0.82919 -0.90252 -2.74104
H 1.62635 -0.03310 -1.53515
H 0.56836 0.80055 -2.78714
N 0.26422 -1.29063 0.89558
N -0.32992 -0.18812 -1.11667
*
```

Output
SMILES: CC(C)/N=C\N(C)C
Relative energy (zero: lowest compared OMol25 entry of this formula, charge and spin): 102.9 kcal/mol



# C6H14N2

One molecule with the formula C6H14N2 (wB97M-V/def2-TZVPD, the Open Molecules 2025 dataset).

```
! wB97M-V def2-TZVPD RIJCOSX def2/J DEFGRID3
* xyz 0 1
C 1.42285 -1.11215 0.16953
C 1.68572 0.36141 -0.27369
C 0.79476 1.34635 0.50336
C -0.69075 1.04176 0.65221
C -1.42577 0.56026 -0.35746
N -2.77446 0.13391 -0.27606
C -2.90891 -1.28315 -0.70240
N 3.10523 0.57549 0.04790
H 2.08245 -1.76364 -0.43013
H 0.46342 -1.45895 -0.16111
H 1.77257 -1.21873 1.19236
H 1.64294 0.36452 -1.36237
H 0.83751 2.38318 0.13390
H 1.19183 1.27404 1.52256
H -1.14070 1.15379 1.63758
H -1.01492 0.67613 -1.35718
H -3.07269 0.20221 0.68879
H -3.95766 -1.54936 -0.61161
H -2.16423 -1.93451 -0.26221
H -2.65499 -1.39832 -1.76452
H 3.34073 0.12506 0.91773
H 3.46508 1.52071 0.09282
*
```

Output
SMILES: CN/C=C/C[C@H](C)N
Relative energy (zero: lowest compared OMol25 entry of this formula, charge and spin): 37.6 kcal/mol



# C6H14N2

One molecule with the formula C6H14N2 (wB97M-V/def2-TZVPD, the Open Molecules 2025 dataset).

```
! wB97M-V def2-TZVPD RIJCOSX def2/J DEFGRID3
* xyz 0 1
C 1.43100 1.31954 -1.66366
C 0.81811 -0.03739 -1.25450
C -0.70005 0.07699 -1.17245
C -1.34639 0.34581 0.21027
N -0.62934 -0.88457 3.76133
C -1.28314 -0.43464 2.55972
C -0.63620 -0.25604 1.41424
N 1.26302 -1.17889 -2.03663
H 1.22422 2.11015 -0.95183
H 0.98649 1.58891 -2.61825
H 2.50702 1.22460 -1.74364
H 1.23268 -0.25618 -0.28003
H -1.12249 -0.86994 -1.52915
H -1.01536 0.84427 -1.87351
H -2.39992 0.05008 0.21871
H -1.35410 1.41693 0.34830
H -0.28660 -1.84038 3.71498
H 0.06400 -0.23768 4.06887
H -2.33422 -0.16178 2.62438
H 0.41268 -0.45740 1.28344
H 2.24133 -1.26522 -2.08935
H 0.92725 -1.09716 -2.99124
*
```

Output
SMILES: C[C@H](N)CC/C=C/N
Relative energy (zero: lowest compared OMol25 entry of this formula, charge and spin): 29.9 kcal/mol



# C6H14N2

One molecule with the formula C6H14N2 (wB97M-V/def2-TZVPD, the Open Molecules 2025 dataset).

```
! wB97M-V def2-TZVPD RIJCOSX def2/J DEFGRID3
* xyz 0 1
C -0.82413 -0.10472 -0.09200
C 0.12464 1.07682 0.09184
C 0.35064 -1.01843 0.10334
C -2.00990 -0.44037 0.82455
C 0.02922 2.15690 -0.84697
C 0.76388 -2.19587 -0.87452
N 1.25646 0.17818 -0.01663
N 2.31646 0.22244 0.85849
H -1.25231 -0.27167 -1.13557
H 0.08638 1.40706 1.10721
H 0.37865 -1.37642 1.19995
H -1.72447 -0.41943 1.84038
H -2.16908 -1.39420 0.61461
H -2.84717 0.23485 0.77317
H 0.20029 1.88254 -1.77524
H 0.72137 2.96629 -0.72886
H -1.08809 2.55582 -0.64092
H 0.72834 -2.00220 -1.85331
H 0.04234 -2.96253 -0.72132
H 1.73310 -2.51190 -0.72005
H 2.17901 0.76609 1.83540
H 3.23489 0.60442 0.50892
*
```

Output
SMILES: C[C@@H]1[C@@H](C)N(N)[C@H]1C
Relative energy (zero: lowest compared OMol25 entry of this formula, charge and spin): 79.1 kcal/mol



# C6H14N2

A 2-piece molecular cluster, C6H14N2 overall (wB97M-V/def2-TZVPD, the Open Molecules 2025 dataset).

```
! wB97M-V def2-TZVPD RIJCOSX def2/J DEFGRID3
* xyz 0 3
C 1.43017 -0.24384 0.36194
C -1.57260 -0.81430 0.93933
C 1.14273 0.54306 -0.67895
C 1.70178 -1.65532 0.07580
C -1.64280 0.64115 1.29789
C 1.17479 2.09058 -0.57166
N -1.70507 -1.41708 -0.14596
N -1.76886 -0.61992 -1.29986
H 1.63066 0.15166 1.34236
H -1.83344 -1.40255 1.84096
H 0.74243 0.06081 -1.67524
H 2.48316 -2.00263 0.68448
H 1.98542 -1.78119 -0.96319
H 0.80796 -2.23162 0.18737
H -2.75358 0.88861 1.09714
H -1.01891 1.23961 0.58461
H -1.59284 0.87778 2.39842
H 0.21887 2.46691 -0.84770
H 1.69984 2.33885 -1.51366
H 1.56572 2.21433 0.39307
H -1.70096 -1.33577 -2.02831
H -0.99446 -0.00913 -1.47886
*
```

Output
⟨S²⟩: 2.0069
Relative energy (zero: lowest compared OMol25 entry of this formula, charge and spin): 31.9 kcal/mol



| no. | F_max (eV/A) | electronic energy (hartree) | M (g/mol) |
| --- | --- | --- | --- |
| 1 | 3.8 | -5790.1895 | 826.28 |
| 2 | 3.3 | -1060.8222 | 288.07 |
| 3 | 1.2 | -1062.4520 | 173.27 |
| 4 | 1.8 | -346.2864 | 114.19 |
| 5 | 1.7 | -346.4895 | 114.19 |
| 6 | 6.3 | -346.3632 | 114.19 |
| 7 | 2.3 | -346.4672 | 114.19 |
| 8 | 2.1 | -346.4795 | 114.19 |
| 9 | 6.1 | -346.4012 | 114.19 |
| 10 | 13.5 | -346.2376 | 114.19 |